This record from OMol25 describes an isolated molecule of C3H5FN2OS. The level of theory is ωB97M-V/def2-TZVPD.

ORCA input file:
```
! RIJCOSX wB97M-V def2-TZVPD def2/J DEFGRID3
* xyz 0 1
H -3.1517 -0.0893 0.0529
N -2.3288 -0.6551 -0.0392
C -1.2503 -0.0027 0.0143
N -0.0597 -0.7177 -0.1330
O -0.2296 -2.0771 -0.3310
C 1.2088 -0.2703 -0.0699
S 2.5277 -1.2396 -0.1305
C 1.4018 1.2221 0.1990
F 0.5631 2.0188 -0.5739
H -1.1116 1.0850 0.1391
H -1.2023 -2.1921 -0.3314
H 1.1957 1.4394 1.2506
H 2.4369 1.4785 -0.0470
*
```

Results
**LUMO**: -0.200 eV
**HOMO-LUMO gap**: 8.5799 eV
**Energy above the lowest of the compared OMol25 structures with the same formula, charge and spin**: 1.3286 eV
**SMILES string**: [H]/N=C/N(O)C(=S)CF
**E_HOMO**: -8.78 eV

---

This record from OMol25 describes an isolated molecule of C3H5FN4 in a non-equilibrium geometry. The level of theory is ωB97M-V/def2-TZVPD.

ORCA input file:
```
! RIJCOSX wB97M-V def2-TZVPD def2/J DEFGRID3
* xyz 0 1
C -0.5568 -1.2925 1.3708
N -0.6337 -0.5754 0.1290
N -1.5474 -0.8252 -0.8492
N -1.3079 -0.0368 -1.8352
C -0.2102 0.7606 -1.6078
F 0.2271 1.6019 -2.5747
C 0.4073 0.6198 -0.4270
N 1.4071 1.0733 0.3615
H -1.1672 -0.7392 2.0858
H -0.8949 -2.2373 1.3201
H 0.4820 -1.2576 1.5638
H 1.4081 2.0925 0.4380
H 2.3865 0.8158 0.0250
*
```

Results
**LUMO**: 0.557 eV
**HOMO-LUMO gap**: 10.1657 eV
**Energy above the lowest of the compared OMol25 structures with the same formula, charge and spin**: 2.3309 eV
**SMILES string**: Cn1nnc(F)c1N
**E_HOMO**: -9.61 eV

---

This record from OMol25 describes an isolated molecule of C3H5FO2 in a non-equilibrium geometry. The level of theory is ωB97M-V/def2-TZVPD.

ORCA input file:
```
! RIJCOSX wB97M-V def2-TZVPD def2/J DEFGRID3
* xyz 0 1
C -0.5278 -0.4260 0.4886
C 2.0318 0.0118 0.5140
C -1.5844 0.1772 -0.2993
O 0.7433 -0.0630 0.1850
O 2.7077 0.9030 -0.3253
F -2.2333 1.2281 0.2895
H -0.9070 -0.7194 1.4672
H 2.5076 -0.1968 1.4794
H -2.3900 -0.4709 -0.8299
H -1.0859 0.7408 -1.1477
H 2.1776 1.5868 -0.5376
*
```

Results
**LUMO (alpha / beta)**: 0.691 / 0.147 eV
**HOMO-LUMO gap (alpha / beta)**: 8.8611 / 7.8440 eV
**Energy above the lowest of the compared OMol25 structures with the same formula, charge and spin**: 4.9298 eV
**E_HOMO (alpha / beta)**: -8.17 / -7.70 eV

---

This record from OMol25 describes an isolated molecule of C3H5FO2 in a non-equilibrium geometry. The level of theory is ωB97M-V/def2-TZVPD.

ORCA input file:
```
! RIJCOSX wB97M-V def2-TZVPD def2/J DEFGRID3
* xyz 0 1
O 2.1637 -0.9423 -0.1355
C 0.9737 -0.9202 0.0218
C 0.1347 0.2673 0.4144
O 0.9107 1.3708 -0.0660
C -1.2395 0.2839 -0.2790
F -1.8680 -0.8520 0.0891
H 0.3219 -1.8137 -0.2924
H -0.0413 0.0931 1.5151
H 1.8306 1.0057 0.1150
H -1.9307 1.1675 -0.0134
H -1.2558 0.3399 -1.3692
*
```

Results
**LUMO**: 0.668 eV
**HOMO-LUMO gap**: 10.9755 eV
**Energy above the lowest of the compared OMol25 structures with the same formula, charge and spin**: 1.3271 eV
**SMILES string**: O=C[C@@H](O)CF
**E_HOMO**: -10.31 eV

---

This record from OMol25 describes an isolated molecule of C3H5FO2S in a non-equilibrium geometry. The level of theory is ωB97M-V/def2-TZVPD.

ORCA input file:
```
! RIJCOSX wB97M-V def2-TZVPD def2/J DEFGRID3
* xyz 0 1
C -0.0946 0.7998 -0.4253
C -0.7438 0.5995 0.9545
C 0.2600 -0.5413 -1.0534
O 2.0211 -1.8912 0.7921
O -0.0428 -0.4153 1.6293
F -0.8306 -1.0456 -1.6814
S 0.6131 -1.6556 0.6153
H -0.7894 1.2688 -1.1307
H 0.8722 1.3894 -0.3978
H -0.4809 1.6174 1.5714
H -1.8910 0.4338 0.8904
H 1.1065 -0.5597 -1.7645
*
```

Results
**LUMO**: 0.824 eV
**HOMO-LUMO gap**: 10.2189 eV
**Energy above the lowest of the compared OMol25 structures with the same formula, charge and spin**: 1.7137 eV
**E_HOMO**: -9.40 eV

---

This record from OMol25 describes an isolated molecule of C3H5FS in a non-equilibrium geometry. The level of theory is ωB97M-V/def2-TZVPD.

ORCA input file:
```
! RIJCOSX wB97M-V def2-TZVPD def2/J DEFGRID3
* xyz 0 1
C -0.6000 -0.1331 -1.5335
C -0.4918 -0.2741 -0.1827
F -1.4088 -0.9752 0.4381
C 0.2084 0.4762 0.8303
S 1.8774 -0.6299 1.5820
H -1.6425 -0.3119 -1.9441
H -0.0881 0.7219 -2.0652
H -0.4354 0.6195 1.8894
H 0.6183 1.5686 0.7331
H 1.9626 -1.0619 0.2526
*
```

Results
**LUMO**: 0.039 eV
**HOMO-LUMO gap**: 9.3732 eV
**Energy above the lowest of the compared OMol25 structures with the same formula, charge and spin**: 2.1548 eV
**SMILES string**: C=C(F)CS
**E_HOMO**: -9.33 eV

---

Q: What is the formula in the second record?
A: C3H5FN4

---

Q: Which of these has the lowest energy above the lowest of the compared OMol25 structures with the same formula, charge and spin?
A: number 4